No. 1
Entry from the Open Molecules 2025 dataset: C22H24N7O4Sr as an isolated structure at a distorted geometry (the ωB97M-V functional and the def2-TZVPD basis).

Geometry (Å):
Sr: -0.160 0.165 -0.358
O: -0.132 -0.033 4.376
C: 1.135 -0.508 4.615
C: 1.492 -0.817 5.950
C: 2.728 -1.263 6.231
C: 3.709 -1.440 5.234
C: 3.331 -1.274 3.942
C: 2.066 -0.790 3.598
C: 1.687 -0.618 2.169
O: 0.541 -0.042 1.908
N: 2.538 -1.050 1.260
N: 2.131 -0.858 -0.047
C: 2.873 -1.355 -0.973
C: 2.484 -1.215 -2.341
C: 3.378 -1.627 -3.364
C: 3.003 -1.366 -4.667
C: 1.729 -0.781 -4.895
C: 0.893 -0.518 -3.834
N: 1.252 -0.728 -2.575
H: -0.189 0.058 3.403
H: 0.734 -0.688 6.684
H: 2.975 -1.498 7.243
H: 4.722 -1.774 5.428
H: 4.003 -1.559 3.134
H: 3.733 -1.947 -0.654
H: 4.344 -2.057 -3.094
H: 3.670 -1.575 -5.484
H: 1.396 -0.611 -5.939
H: -0.109 -0.111 -4.012
N: -0.487 -5.657 0.491
C: -1.312 -4.626 0.301
C: -0.889 -3.264 0.140
N: -1.734 -2.288 -0.120
C: -3.032 -2.629 -0.248
C: -3.454 -3.909 0.011
N: -2.607 -4.901 0.282
H: 0.486 -5.503 0.676
H: -0.873 -6.504 0.837
H: 0.145 -2.957 0.141
H: -3.804 -1.863 -0.497
H: -4.507 -4.204 -0.016
O: -0.060 2.498 -1.519
C: -1.209 2.730 -1.091
O: -2.118 1.922 -0.821
C: -1.545 4.189 -1.025
N: -2.954 4.294 -0.472
C: -3.768 5.140 -1.377
C: -2.685 5.830 -2.236
C: -1.681 4.723 -2.443
H: -0.821 4.725 -0.466
H: -3.005 4.615 0.515
H: -3.240 3.301 -0.439
H: -4.331 5.848 -0.746
H: -4.417 4.512 -1.931
H: -2.232 6.678 -1.660
H: -3.086 6.249 -3.200
H: -0.711 4.953 -2.869
H: -2.027 3.975 -3.154

Output
Strongest force on any atom ... 2.28 eV/Å
LUMO energy ... -2.73 eV
E ... -1567.6553 a.u.
Net charge ... +1
M ... 538.10 g mol⁻¹
Multiplicity ... 1

No. 2
Entry from the Open Molecules 2025 dataset: a 8-piece molecular cluster, C26H42N10O2 overall at a distorted geometry (the ωB97M-V functional and the def2-TZVPD basis).

Geometry (Å):
C: 3.109 1.376 4.083
C: 3.253 2.018 5.359
C: 2.723 3.287 5.257
N: 2.316 3.475 3.966
C: 2.589 2.339 3.264
H: 3.302 0.350 3.824
H: 3.656 1.620 6.275
H: 2.672 4.026 6.039
H: 1.881 4.294 3.585
H: 2.235 2.274 2.251
C: -3.112 -3.975 -1.326
C: -3.239 -3.700 0.054
C: -3.795 -2.467 0.192
N: -4.023 -1.956 -1.074
C: -3.570 -2.859 -1.991
H: -2.725 -4.835 -1.847
H: -2.775 -4.276 0.842
H: -3.955 -1.787 1.013
H: -4.231 -0.996 -1.292
H: -3.554 -2.685 -3.054
C: -3.510 3.659 -0.997
C: -2.930 2.397 -0.657
C: -2.519 2.524 0.638
N: -2.767 3.780 1.089
C: -3.396 4.493 0.100
H: -3.960 3.888 -1.949
H: -2.809 1.448 -1.152
H: -2.165 1.866 1.419
H: -2.659 4.055 2.046
H: -3.683 5.523 0.219
C: 2.419 -4.692 -1.351
C: 2.362 -3.503 -2.070
C: 1.066 -2.994 -1.944
N: 0.367 -3.878 -1.179
C: 1.159 -4.945 -0.851
H: 3.204 -5.429 -1.301
H: 3.171 -3.053 -2.623
H: 0.615 -2.042 -2.175
H: -0.611 -3.764 -0.968
H: 0.770 -5.702 -0.190
N: 0.439 0.886 1.105
C: -0.270 0.189 0.158
N: -0.886 -0.898 0.680
O: -0.293 0.441 -1.052
H: 0.229 0.658 2.064
H: 0.980 1.688 0.852
H: -1.561 -1.399 0.136
H: -0.796 -1.037 1.671
N: -1.974 -0.874 5.584
C: -0.962 -0.369 4.834
N: -0.191 0.586 5.410
O: -0.847 -0.651 3.632
H: -2.529 -1.594 5.164
H: -2.164 -0.455 6.473
H: -0.002 0.633 6.396
H: 0.593 0.885 4.842
C: 4.120 -0.372 0.035
C: 4.439 -0.020 -1.412
C: 3.257 0.667 -2.090
C: 3.054 2.039 -1.617
N: 2.882 3.093 -1.196
H: 3.806 0.436 0.709
H: 5.029 -0.690 0.552
H: 3.281 -1.069 0.106
H: 4.745 -0.875 -2.011
H: 5.277 0.679 -1.356
H: 2.278 0.262 -1.790
H: 3.266 0.690 -3.180
C: 0.084 -0.449 -4.904
C: -0.567 0.875 -5.199
C: -1.547 1.443 -4.136
C: -2.855 0.847 -4.156
N: -3.903 0.379 -4.147
H: 0.283 -0.454 -3.832
H: 0.887 -0.607 -5.621
H: -0.660 -1.212 -5.148
H: -1.163 0.826 -6.125
H: 0.029 1.740 -5.511
H: -1.561 2.520 -4.314
H: -1.109 1.414 -3.130

Output
Strongest force on any atom ... 2.47 eV/Å
LUMO energy ... 0.21 eV
E ... -1713.9814 a.u.
M ... 526.69 g mol⁻¹
SMILES ... c1cc[nH]c1.c1cc[nH]c1.c1cc[nH]c1.c1cc[nH]c1.NC(N)=O.NC(N)=O.CCCC#N.CCCC#N
Multiplicity ... 1
ΔE to the lowest compared entry with this formula, charge and spin ... 7.8 kJ/mol

No. 3
Entry from the Open Molecules 2025 dataset: a 17-piece molecular cluster, C53H136N4O21 overall at a distorted geometry (the ωB97M-V functional and the def2-TZVPD basis).

Geometry (Å):
C: 3.780 -2.244 -3.573
C: 2.853 -2.661 -4.681
O: 1.754 -3.259 -3.978
O: 3.098 -1.186 -2.847
H: 4.814 -1.939 -3.912
H: 3.895 -3.068 -2.815
H: 3.329 -3.387 -5.340
H: 2.508 -1.812 -5.256
H: 1.195 -2.570 -3.637
H: 3.191 -1.382 -1.888
C: -1.321 -0.821 -4.345
C: -2.220 0.096 -3.678
O: -2.315 -0.235 -2.303
O: 0.040 -0.780 -3.761
H: -1.267 -0.597 -5.371
H: -1.632 -1.848 -4.234
H: -3.252 -0.085 -4.131
H: -1.864 1.115 -3.826
H: -1.375 -0.148 -2.038
H: 0.611 -0.162 -4.274
C: 5.910 0.340 -0.718
C: 5.452 -1.039 -0.301
O: 4.010 -1.148 -0.251
O: 5.689 0.456 -2.129
H: 6.998 0.488 -0.492
H: 5.347 1.139 -0.176
H: 5.839 -1.382 0.718
H: 5.816 -1.840 -1.044
H: 3.664 -0.597 0.422
H: 4.837 0.007 -2.193
C: 1.974 2.133 -4.367
C: 0.603 2.526 -3.872
O: 0.459 2.221 -2.484
O: 2.137 0.691 -4.803
H: 2.681 2.282 -3.567
H: 2.263 2.743 -5.280
H: -0.235 2.215 -4.470
H: 0.656 3.700 -3.951
H: 0.362 1.265 -2.471
H: 2.584 0.155 -4.097
C: -1.341 -7.494 -3.995
C: -2.883 -7.172 -3.802
C: -3.638 -8.022 -2.830
C: -3.263 -7.773 -1.351
C: -3.347 -6.345 -1.015
C: -2.629 -5.403 -2.044
N: -3.073 -5.748 -3.447
O: -2.530 -4.839 -4.410
C: -3.241 -3.947 -1.785
C: -1.098 -5.315 -1.803
C: -3.537 -7.438 -5.179
H: -1.330 -8.569 -4.280
H: -0.728 -7.269 -3.109
H: -0.999 -6.808 -4.720
H: -4.692 -7.606 -2.911
H: -3.664 -9.084 -3.154
H: -2.283 -8.280 -1.021
H: -3.958 -8.343 -0.704
H: -2.988 -6.126 -0.036
H: -4.386 -6.024 -0.958
H: -2.801 -3.178 -2.450
H: -4.312 -4.025 -1.928
H: -3.035 -3.691 -0.771
H: -0.887 -4.723 -0.930
H: -0.700 -6.286 -1.583
H: -0.471 -4.918 -2.655
H: -2.931 -6.881 -5.937
H: -4.613 -7.106 -5.232
H: -3.495 -8.539 -5.406
H: -1.567 -4.907 -4.529
C: -0.656 -0.676 6.217
C: -0.201 -2.136 6.226
C: -1.505 -2.946 6.262
C: -1.158 -4.471 6.089
C: -0.567 -4.731 4.704
C: 0.597 -3.791 4.427
N: 0.347 -2.437 4.925
O: 1.494 -1.675 4.615
C: 1.894 -4.390 5.115
C: 0.744 -3.711 2.908
C: 0.703 -2.402 7.401
H: -1.121 -0.356 7.183
H: -1.489 -0.663 5.523
H: 0.105 -0.006 5.880
H: -1.941 -2.862 7.270
H: -2.295 -2.609 5.586
H: -1.963 -5.160 6.315
H: -0.366 -4.705 6.744
H: -1.441 -4.495 4.027
H: -0.258 -5.751 4.532
H: 2.340 -5.075 4.418
H: 2.589 -3.573 5.237
H: 1.747 -5.024 6.000
H: 0.669 -4.794 2.500
H: -0.055 -3.108 2.474
H: 1.730 -3.282 2.541
H: 1.524 -1.729 7.525
H: 1.197 -3.304 7.381
H: 0.114 -2.323 8.348
H: 2.156 -1.635 5.377
C: 4.695 7.026 2.426
C: 4.087 7.960 1.401
C: 4.877 7.864 0.117
C: 4.218 8.610 -1.000
C: 2.829 8.150 -1.263
C: 1.915 8.128 -0.021
N: 2.688 7.489 1.159
O: 1.911 7.830 2.345
C: 1.495 9.546 0.186
C: 0.603 7.342 -0.162
C: 4.172 9.372 2.027
H: 4.726 6.010 2.070
H: 4.072 6.956 3.297
H: 5.654 7.313 2.764
H: 5.927 8.203 0.275
H: 5.092 6.818 -0.187
H: 4.746 8.655 -1.960
H: 4.251 9.729 -0.813
H: 2.841 7.132 -1.692
H: 2.319 8.825 -1.966
H: 2.333 10.160 -0.096
H: 0.730 9.812 -0.552
H: 1.253 9.780 1.189
H: 0.039 7.402 0.781
H: 0.023 7.742 -1.055
H: 0.652 6.225 -0.348
H: 3.784 10.168 1.434
H: 5.209 9.627 2.383
H: 3.642 9.302 2.995
H: 1.632 6.932 2.691
C: -2.836 0.464 1.254
C: -4.048 -0.443 1.914
C: -4.743 0.292 3.113
C: -5.833 1.319 2.688
C: -6.830 0.756 1.629
C: -6.136 0.020 0.450
N: -5.082 -0.914 0.945
O: -4.414 -1.630 -0.103
C: -7.160 -0.868 -0.224
C: -5.472 1.050 -0.506
C: -3.415 -1.685 2.489
H: -2.023 0.555 2.052
H: -3.148 1.374 0.803
H: -2.412 -0.073 0.395
H: -5.106 -0.533 3.696
H: -4.000 0.654 3.829
H: -5.330 2.213 2.279
H: -6.424 1.759 3.510
H: -7.463 1.530 1.161
H: -7.462 0.044 2.086
H: -8.126 -0.344 -0.216
H: -6.937 -1.192 -1.266
H: -7.217 -1.824 0.317
H: -6.241 1.701 -0.964
H: -4.749 1.680 0.068
H: -5.010 0.558 -1.243
H: -4.248 -2.339 2.828
H: -2.768 -1.324 3.329
H: -2.841 -2.160 1.749
H: -4.097 -1.056 -0.828
C: 0.153 1.529 3.233
O: 0.778 0.677 2.370
H: 0.175 2.489 2.783
H: -0.864 1.228 3.505
H: 0.665 1.618 4.229
H: 0.790 -0.182 2.827
C: 2.184 4.818 4.386
O: 1.432 5.239 3.170
H: 1.834 3.852 4.679
H: 3.229 4.830 4.187
H: 1.989 5.604 5.154
H: 1.547 4.400 2.617
C: -0.787 4.185 0.724
O: 0.173 3.396 0.076
H: -0.927 5.106 0.188
H: -1.667 3.620 0.681
H: -0.571 4.332 1.749
H: -0.193 2.928 -0.714
C: 4.535 4.002 -2.861
O: 4.072 2.983 -2.096
H: 4.047 4.017 -3.907
H: 4.157 4.966 -2.507
H: 5.578 4.068 -2.917
H: 4.637 2.211 -2.171
C: 0.241 -1.399 -0.431
O: -0.029 -0.027 -0.696
H: 1.320 -1.600 -0.431
H: -0.195 -1.647 0.518
H: -0.355 -2.094 -1.045
H: 0.184 0.454 0.087
C: 3.486 3.738 1.356
O: 2.322 3.038 1.727
H: 4.149 3.530 2.177
H: 3.962 3.328 0.481
H: 3.289 4.760 1.181
H: 1.644 2.857 1.025
C: 0.310 -4.186 -6.974
O: 0.053 -4.418 -5.593
H: 0.016 -3.136 -7.226
H: 1.345 -4.325 -7.245
H: -0.268 -4.934 -7.501
H: 0.666 -3.980 -4.919
C: -5.636 -3.772 -4.732
O: -5.772 -4.964 -4.001
H: -5.707 -3.998 -5.832
H: -6.409 -3.004 -4.495
H: -4.630 -3.352 -4.527
H: -4.866 -5.149 -3.774
C: 4.547 0.326 3.149
O: 3.842 0.649 1.947
H: 5.454 -0.233 2.921
H: 4.838 1.265 3.588
H: 3.947 -0.231 3.846
H: 3.057 1.195 2.016

Output
Strongest force on any atom ... 4.53 eV/Å
LUMO energy ... 0.16 eV
E ... -3899.5966 a.u.
M ... 1165.68 g mol⁻¹
Multiplicity ... 1

No. 4
Entry from the Open Molecules 2025 dataset: C9H25K2O7 as an isolated structure at a distorted geometry (the ωB97M-V functional and the def2-TZVPD basis).

Geometry (Å):
K: -0.926 -4.272 3.019
K: -1.713 -4.658 -0.645
O: -0.197 -0.410 0.063
C: -0.845 -1.609 0.048
O: -0.325 -2.537 0.713
O: -1.684 -1.889 -0.812
H: 0.420 -0.664 0.769
C: -2.683 1.193 -4.669
C: -2.617 0.051 -3.662
O: -1.877 0.417 -2.519
H: -3.185 2.025 -4.172
H: -3.241 1.013 -5.587
H: -1.735 1.626 -4.989
H: -2.030 -0.815 -3.984
H: -3.622 -0.271 -3.380
H: -1.795 -0.420 -2.045
C: -1.337 -1.033 3.421
C: -1.894 -0.390 4.668
O: -2.283 -1.353 5.679
H: -2.005 -1.762 2.963
H: -0.445 -1.615 3.669
H: -1.060 -0.303 2.662
H: -2.818 0.044 4.283
H: -1.334 0.407 5.154
H: -1.526 -1.880 5.950
C: 0.778 2.629 -3.096
C: 0.890 2.366 -1.590
O: 1.474 1.091 -1.516
H: 1.726 2.569 -3.629
H: 0.472 3.674 -3.200
H: 0.040 1.960 -3.534
H: -0.099 2.245 -1.144
H: 1.468 3.157 -1.110
H: 0.803 0.447 -1.264
C: 4.649 -0.139 0.992
C: 3.611 -0.334 2.087
O: 2.281 -0.002 1.632
H: 5.632 -0.294 1.438
H: 4.604 0.859 0.554
H: 4.516 -0.863 0.188
H: 4.033 0.228 2.923
H: 3.655 -1.379 2.393
H: 2.224 0.891 1.280

Output
Strongest force on any atom ... 3.07 eV/Å
LUMO energy ... -4.70 eV
E ... -2084.2633 a.u.
Net charge ... +1
M ... 323.49 g mol⁻¹
Multiplicity ... 1
ΔE to the lowest compared entry with this formula, charge and spin ... 0.0 kJ/mol